*i*
Here is 2 unconnected molecules or ions with the total composition C10H12O2S from the Open Molecules 2025 dataset. Energies are from ωB97M-V/def2-TZVPD.

Summary:
Lowest unoccupied orbital energy   -0.119 eV
Net charge   0
Frontier orbital gap   8.28 eV
Highest occupied orbital energy   -8.3997 eV

Structure (XYZ):
```
25
C10H12O2S | the Open Molecules 2025 dataset | ωB97M-V/def2-TZVPD
C 1.37 2.25 -1.84
C 0.28 1.24 -2.08
C 1.75 2.55 -0.53
C -0.38 0.68 -1.06
C 1.27 1.69 0.60
C -0.08 1.03 0.34
C -2.04 -0.25 1.60
C -0.90 0.53 1.25
C 0.69 -2.87 -0.24
C -0.69 -3.22 -0.72
O -1.91 1.93 3.35
O -1.69 -2.91 -0.13
S -1.18 0.69 3.04
H 1.56 2.93 -2.59
H 0.07 0.96 -3.12
H 2.55 3.15 -0.24
H -0.95 -0.12 -1.34
H 1.26 2.29 1.55
H -3.12 0.10 1.71
H -1.97 -1.34 1.33
H 0.81 -3.01 0.90
H 0.67 -1.79 -0.27
H 1.48 -3.36 -0.66
H -0.85 -3.99 -1.60
H 2.00 0.83 0.76
```

=====

*ii*
Here is 2 unconnected molecules or ions with the total composition C10H12O2S from the Open Molecules 2025 dataset. Energies are from ωB97M-V/def2-TZVPD.

Summary:
Lowest unoccupied orbital energy   0.705 eV
Net charge   0
Frontier orbital gap   9.83 eV
Highest occupied orbital energy   -9.1225 eV

Structure (XYZ):
```
25
C10H12O2S | the Open Molecules 2025 dataset | ωB97M-V/def2-TZVPD
C -0.73 3.08 1.21
C -1.61 2.01 1.36
C -0.01 3.23 0.04
C -1.76 1.10 0.33
C -0.15 2.32 -0.98
C -1.02 1.25 -0.83
C 0.21 -0.91 -1.80
C 0.31 -1.94 -0.77
C 1.64 -2.23 -0.11
C -0.91 -2.29 0.04
O -0.86 0.86 -3.42
O 0.22 -2.23 -2.15
S -1.25 0.11 -2.23
H -0.62 3.79 2.02
H -2.18 1.90 2.26
H 0.66 4.07 -0.08
H -2.46 0.28 0.42
H 0.38 2.43 -1.92
H 1.47 -0.18 -2.26
H 1.71 -3.29 0.11
H 1.71 -1.67 0.83
H 2.46 -1.95 -0.75
H -0.91 -1.73 0.98
H -0.90 -3.35 0.27
H -1.81 -2.06 -0.52
```

=====

Which structure is the most stable? The one labeled *ii*.